[1]
C43H30Cl3CoF15GeN5OS2 as an isolated structure, computed with the ωB97M-V functional and the def2-TZVPD basis.

multiplicity = 2
gap between HOMO and LUMO (spin up / spin down) = 8.04 / 8.14 eV
HOMO (spin up / spin down) = -11.0 / -10.9 eV
total charge = +1
LUMO (spin up / spin down) = -2.9101 / -2.8042 eV
expectation value of S² = 0.76

Positions of all 101 atoms, in Å:
Co (-1.359, 0.477, -0.766)
Cl (10.012, 4.359, -0.981)
C (8.337, 3.939, -0.914)
C (7.654, 4.023, 0.290)
C (6.314, 3.681, 0.325)
C (5.641, 3.262, -0.819)
C (4.188, 2.878, -0.735)
C (4.030, 1.424, -0.285)
N (2.772, 0.857, -0.735)
C (2.528, 0.283, -1.957)
C (1.193, 0.051, -2.009)
N (0.609, 0.506, -0.841)
C (1.592, 1.005, -0.117)
O (3.473, 3.646, 0.212)
C (3.336, 5.001, -0.162)
C (2.688, 5.787, 0.933)
C (1.942, 5.348, 1.983)
Cl (1.475, 3.747, 2.417)
S (1.366, 6.625, 2.975)
C (2.120, 7.789, 1.980)
C (2.783, 7.212, 0.945)
C (6.358, 3.184, -2.004)
Cl (5.588, 2.619, -3.461)
C (7.700, 3.519, -2.070)
H (8.166, 4.353, 1.180)
H (5.765, 3.756, 1.253)
H (3.712, 2.988, -1.721)
H (4.036, 1.395, 0.805)
H (4.846, 0.802, -0.654)
H (3.319, 0.055, -2.643)
H (0.622, -0.448, -2.766)
H (1.510, 1.390, 0.883)
H (2.738, 5.077, -1.086)
H (4.317, 5.443, -0.381)
H (2.049, 8.833, 2.221)
H (3.338, 7.769, 0.208)
H (8.237, 3.452, -3.003)
C (-5.414, -1.333, 0.764)
C (-4.915, 0.008, 1.297)
C (-5.829, 1.143, 0.849)
C (-4.834, -0.036, 2.819)
N (-3.531, 0.313, 0.849)
N (-3.291, 0.141, -0.559)
H (-6.377, -1.578, 1.209)
H (-4.713, -2.130, 1.016)
H (-5.560, -1.325, -0.318)
H (-6.834, 0.991, 1.239)
H (-5.924, 1.192, -0.238)
H (-5.458, 2.099, 1.215)
H (-5.826, -0.174, 3.244)
H (-4.417, 0.891, 3.208)
H (-4.209, -0.865, 3.153)
H (-2.894, -0.348, 1.299)
H (-3.956, 0.722, -1.066)
H (-3.433, -0.833, -0.857)
C (-2.089, 5.245, -0.490)
C (-0.808, 4.731, -0.508)
C (-0.628, 3.369, -0.676)
N (-1.641, 2.502, -0.823)
C (-2.878, 3.025, -0.821)
C (-3.145, 4.370, -0.659)
H (-2.260, 6.304, -0.357)
H (0.054, 5.367, -0.383)
H (0.366, 2.966, -0.702)
H (-3.704, 2.352, -0.961)
H (-4.168, 4.710, -0.660)
F (-0.390, -6.376, 1.033)
C (0.217, -5.386, 1.710)
C (-0.003, -4.076, 1.322)
C (0.621, -3.094, 2.068)
F (0.460, -1.790, 1.781)
C (1.437, -3.399, 3.149)
F (2.030, -2.428, 3.846)
C (1.637, -4.724, 3.507)
F (2.415, -5.023, 4.542)
C (1.019, -5.735, 2.783)
F (1.199, -7.005, 3.126)
Ge (-1.128, -3.802, -0.252)
S (-1.183, -1.759, -0.939)
C (-2.965, -4.386, 0.099)
C (-3.889, -4.337, -0.934)
F (-3.501, -3.944, -2.159)
C (-5.218, -4.685, -0.771)
F (-6.076, -4.612, -1.787)
C (-5.660, -5.100, 0.478)
F (-6.937, -5.426, 0.659)
C (-4.768, -5.161, 1.538)
F (-5.189, -5.550, 2.738)
C (-3.440, -4.803, 1.332)
F (-2.629, -4.865, 2.398)
C (-0.308, -4.854, -1.673)
C (-0.897, -5.927, -2.318)
F (-2.115, -6.353, -1.959)
C (-0.263, -6.619, -3.340)
F (-0.857, -7.648, -3.938)
C (1.008, -6.230, -3.738)
F (1.630, -6.880, -4.718)
C (1.632, -5.163, -3.106)
F (2.854, -4.788, -3.483)
C (0.967, -4.501, -2.087)
F (1.609, -3.480, -1.489)

[2]
The molecule C3H4N2O, computed with the ωB97M-V functional and the def2-TZVPD basis.

gap between HOMO and LUMO = 8.52 eV
HOMO = -9.2 eV
total charge = 0
LUMO = -0.6701 eV

Positions of all 10 atoms, in Å:
N (2.040, 0.099, -0.340)
C (0.744, -0.231, -0.108)
N (-0.096, 0.893, -0.100)
C (-1.295, 0.517, 0.204)
C (-1.923, -0.614, 0.631)
O (0.332, -1.381, 0.094)
H (2.281, 1.075, -0.430)
H (2.776, -0.587, -0.334)
H (-2.119, 1.246, 0.362)
H (-2.741, -1.015, 0.019)

[3]
A 2-piece molecular cluster, C5H8O overall, computed with the ωB97M-V functional and the def2-TZVPD basis.

gap between HOMO and LUMO = 9.87 eV
structure (SMILES) = C1=COC=CC1.[H][H]
HOMO = -8.7 eV
total charge = 0
LUMO = 1.1505 eV

Positions of all 14 atoms, in Å:
C (-1.219, -0.672, 0.318)
C (-0.034, -1.127, 0.719)
O (1.128, -0.727, 0.099)
C (1.044, 0.510, -0.499)
C (-0.121, 1.003, -0.913)
C (-1.262, 0.037, -1.000)
H (-2.119, -0.817, 0.895)
H (0.101, -1.906, 1.461)
H (2.004, 0.982, -0.675)
H (-0.239, 2.039, -1.193)
H (-1.071, -0.684, -1.817)
H (-2.225, 0.503, -1.210)
H (1.829, 0.193, 2.122)
H (2.234, 0.728, 1.804)

[4]
C50H50F5N9O4Pb as an isolated structure at a distorted geometry, computed with the ωB97M-V functional and the def2-TZVPD basis.

gap between HOMO and LUMO = 4.13 eV
HOMO = -0.4 eV
total charge = -2
LUMO = 3.7464 eV

Positions of all 119 atoms, in Å:
Pb (-16.031, -14.091, -7.971)
C (-13.093, -17.762, -11.033)
O (-12.071, -17.023, -10.395)
C (-12.169, -15.823, -9.741)
C (-10.964, -15.110, -9.641)
C (-10.648, -14.223, -8.637)
C (-11.428, -13.787, -7.569)
C (-12.751, -13.905, -7.534)
C (-13.365, -13.703, -6.228)
N (-14.510, -14.214, -6.029)
N (-14.982, -14.345, -4.733)
C (-16.172, -14.908, -4.693)
O (-16.904, -15.068, -5.789)
C (-16.731, -15.325, -3.383)
C (-18.087, -15.669, -3.241)
C (-18.587, -15.908, -1.924)
C (-17.769, -15.941, -0.803)
C (-16.433, -15.582, -1.021)
C (-15.933, -15.314, -2.263)
C (-13.327, -15.559, -8.980)
O (-14.120, -16.482, -8.536)
H (-12.626, -18.638, -11.620)
H (-13.812, -18.033, -10.272)
H (-13.492, -17.232, -11.803)
H (-10.144, -15.499, -10.325)
H (-9.566, -13.716, -8.593)
H (-11.008, -13.329, -6.685)
H (-12.832, -13.291, -5.362)
H (-18.770, -15.596, -4.104)
H (-19.616, -16.339, -1.969)
H (-18.220, -16.347, 0.114)
H (-15.695, -15.767, -0.273)
H (-14.897, -15.041, -2.431)
C (-19.245, -16.476, -8.548)
C (-17.943, -17.104, -8.353)
N (-16.828, -16.528, -9.077)
C (-16.100, -15.604, -11.330)
C (-18.215, -14.211, -11.767)
N (-18.034, -13.593, -10.420)
C (-19.259, -13.179, -9.853)
C (-20.019, -14.159, -9.048)
N (-19.206, -15.087, -8.296)
H (-19.386, -16.567, -9.637)
H (-20.064, -17.017, -8.116)
H (-17.655, -17.049, -7.273)
H (-18.078, -18.192, -8.601)
H (-15.912, -16.851, -8.749)
H (-15.671, -14.955, -10.625)
H (-15.275, -16.035, -11.856)
H (-18.611, -13.506, -12.439)
H (-18.819, -15.030, -11.838)
H (-17.552, -12.731, -10.739)
H (-18.975, -12.369, -9.187)
H (-19.827, -12.635, -10.588)
H (-20.726, -13.598, -8.415)
H (-20.593, -14.759, -9.766)
H (-18.906, -14.763, -7.347)
C (-12.737, -14.225, -13.887)
C (-13.231, -13.119, -14.741)
C (-13.001, -13.175, -16.092)
C (-13.561, -12.215, -16.975)
C (-14.423, -11.179, -16.476)
C (-14.588, -11.203, -15.063)
C (-13.990, -12.086, -14.172)
N (-14.200, -12.084, -12.794)
C (-15.298, -12.701, -12.121)
N (-15.999, -13.605, -12.806)
C (-16.884, -14.701, -12.417)
C (-16.937, -16.536, -10.564)
C (-17.775, -17.488, -11.097)
C (-18.197, -17.518, -12.457)
C (-17.819, -16.736, -13.528)
C (-17.162, -15.526, -13.647)
C (-16.727, -15.025, -14.998)
N (-15.437, -12.479, -10.887)
C (-14.776, -11.488, -10.144)
C (-13.585, -11.868, -9.533)
C (-12.880, -10.985, -8.785)
C (-13.340, -9.682, -8.716)
C (-14.475, -9.295, -9.387)
C (-15.202, -10.146, -10.141)
C (-16.307, -9.606, -11.028)
H (-12.011, -14.802, -14.420)
H (-13.564, -14.817, -13.561)
H (-12.183, -13.879, -13.020)
H (-12.390, -13.976, -16.484)
H (-13.233, -12.259, -18.023)
H (-14.836, -10.401, -17.119)
H (-15.206, -10.360, -14.728)
H (-13.760, -11.337, -12.225)
H (-15.658, -13.783, -13.741)
H (-18.222, -18.211, -10.484)
H (-18.624, -18.479, -12.782)
H (-18.158, -17.292, -14.384)
H (-16.931, -15.762, -15.883)
H (-15.661, -15.006, -15.060)
H (-17.066, -14.095, -15.422)
H (-13.461, -13.551, -10.667)
H (-11.921, -11.214, -8.182)
H (-12.788, -8.864, -8.223)
H (-14.734, -8.267, -9.311)
H (-16.191, -8.552, -11.230)
H (-17.329, -9.875, -10.669)
H (-16.154, -10.057, -11.951)
N (-13.173, -13.231, -9.732)
C (-13.628, -14.172, -8.662)
H (-12.141, -13.105, -9.784)
F (-16.468, -6.526, -4.786)
C (-16.351, -7.708, -5.303)
C (-15.266, -8.510, -5.108)
F (-14.183, -7.914, -4.528)
C (-15.113, -9.795, -5.631)
F (-13.956, -10.473, -5.245)
C (-15.975, -10.312, -6.665)
O (-15.889, -11.441, -7.274)
C (-17.127, -9.490, -6.756)
F (-18.138, -9.810, -7.598)
C (-17.308, -8.253, -6.183)
F (-18.377, -7.447, -6.439)

[5]
C13H30N4OTi as an isolated structure at a distorted geometry, computed with the ωB97M-V functional and the def2-TZVPD basis.

multiplicity = 2
gap between HOMO and LUMO (spin up / spin down) = 7.77 / 10.20 eV
HOMO (spin up / spin down) = -18.8 / -21.2 eV
total charge = +3
LUMO (spin up / spin down) = -11.0757 / -10.9828 eV
expectation value of S² = 0.75

Positions of all 49 atoms, in Å:
Ti (0.225, 0.008, -0.485)
C (2.335, 1.645, 0.167)
C (1.146, 2.617, 0.016)
N (0.071, 2.012, -0.827)
C (-1.332, 2.337, -0.467)
C (-2.277, 1.326, -1.167)
N (-1.538, 0.094, -1.607)
C (-2.393, -1.150, -1.587)
C (-2.223, -1.936, -0.287)
C (-0.895, -2.716, -0.191)
N (0.202, -1.987, -0.897)
C (1.582, -2.236, -0.408)
C (2.562, -1.428, -1.278)
N (1.994, -0.075, -1.604)
C (2.839, 1.086, -1.171)
H (2.092, 0.805, 0.841)
H (3.144, 2.189, 0.654)
H (1.501, 3.545, -0.432)
H (0.742, 2.870, 0.997)
H (0.218, 2.332, -1.782)
H (-1.602, 3.356, -0.748)
H (-1.428, 2.263, 0.614)
H (-2.760, 1.792, -2.026)
H (-3.068, 1.037, -0.477)
H (-1.292, 0.249, -2.585)
H (-2.139, -1.769, -2.449)
H (-3.438, -0.864, -1.709)
H (-3.044, -2.647, -0.202)
H (-2.322, -1.244, 0.550)
H (-1.017, -3.711, -0.620)
H (-0.616, -2.848, 0.855)
H (0.173, -2.291, -1.868)
H (1.852, -3.292, -0.455)
H (1.635, -1.933, 0.647)
H (2.764, -1.975, -2.198)
H (3.512, -1.332, -0.755)
H (1.924, -0.028, -2.617)
H (2.805, 1.867, -1.933)
H (3.881, 0.782, -1.089)
C (0.605, -0.098, 3.462)
C (-0.478, 0.086, 2.476)
C (-1.842, 0.369, 2.941)
O (-0.225, -0.002, 1.234)
H (0.214, -0.112, 4.477)
H (1.326, 0.726, 3.387)
H (1.160, -1.022, 3.277)
H (-2.204, -0.482, 3.534)
H (-2.549, 0.577, 2.141)
H (-1.823, 1.205, 3.650)

[6]
The molecule C7H13NS at a distorted geometry, computed with the ωB97M-V functional and the def2-TZVPD basis.

gap between HOMO and LUMO = 4.70 eV
HOMO = -6.0 eV
total charge = 0
LUMO = -1.3146 eV

Positions of all 22 atoms, in Å:
C (-1.325, 1.182, 1.145)
C (1.160, 0.963, 0.421)
C (1.648, -0.407, -0.158)
C (2.889, 0.017, -1.029)
C (0.755, -1.175, -1.061)
C (-2.912, -0.400, 0.416)
C (-2.725, 0.922, 1.193)
N (-0.204, 0.810, 0.880)
S (2.111, -1.451, 1.263)
H (1.858, 1.198, 1.215)
H (1.068, 1.712, -0.346)
H (2.423, 0.445, -1.880)
H (3.554, -0.906, -1.234)
H (3.496, 0.775, -0.505)
H (-0.231, -1.441, -0.684)
H (1.280, -2.087, -1.328)
H (0.579, -0.580, -1.979)
H (-4.067, -0.772, 0.389)
H (-2.287, -1.071, 0.981)
H (-2.627, -0.425, -0.602)
H (-3.106, 0.920, 2.166)
H (-3.337, 1.770, 0.739)

[7]
C40H46BrCrGe2N5O10 as an isolated structure, computed with the ωB97M-V functional and the def2-TZVPD basis.

multiplicity = 4
gap between HOMO and LUMO (spin up / spin down) = 7.90 / 7.85 eV
HOMO (spin up / spin down) = -10.8 / -10.7 eV
total charge = +1
LUMO (spin up / spin down) = -2.9220 / -2.8096 eV
expectation value of S² = 3.95

Positions of all 105 atoms, in Å:
Cr (-0.123, 1.785, -0.061)
C (-2.224, 4.117, -0.020)
O (-1.905, 2.774, -0.441)
C (-2.819, 2.113, -1.249)
C (-4.045, 2.634, -1.602)
C (-4.852, 1.878, -2.447)
Br (-6.524, 2.575, -2.960)
C (-4.461, 0.638, -2.903)
C (-3.227, 0.099, -2.525)
C (-2.414, 0.863, -1.708)
O (-1.113, 0.472, -1.360)
C (-2.902, -1.243, -3.037)
N (-3.357, -1.652, -4.187)
C (-2.926, -2.959, -4.311)
C (-3.130, -3.874, -5.346)
C (-2.602, -5.137, -5.193)
C (-1.890, -5.500, -4.035)
C (-1.677, -4.611, -3.003)
C (-2.201, -3.333, -3.175)
N (-2.180, -2.206, -2.373)
H (-2.473, 4.718, -0.893)
H (-1.332, 4.497, 0.465)
H (-3.043, 4.089, 0.695)
H (-4.388, 3.590, -1.241)
H (-5.095, 0.053, -3.554)
H (-1.101, -0.376, -0.855)
H (-3.688, -3.591, -6.227)
H (-2.742, -5.873, -5.973)
H (-1.506, -6.508, -3.950)
H (-1.142, -4.898, -2.109)
H (-1.769, -2.177, -1.453)
C (0.243, -1.372, 3.992)
C (0.305, -0.017, 3.288)
Ge (-0.786, 0.091, 1.658)
C (-2.737, 0.108, 1.949)
C (-3.305, -1.063, 2.753)
C (-0.469, -1.647, 0.722)
C (0.513, -2.106, -0.077)
Ge (1.904, -1.002, -0.932)
C (1.625, -0.522, -2.820)
C (1.225, -1.568, -3.860)
C (3.764, -1.394, -0.511)
C (4.386, -2.506, -1.360)
C (0.686, -3.565, -0.338)
C (1.430, -4.010, -1.428)
C (1.620, -5.362, -1.676)
C (1.062, -6.302, -0.826)
C (0.330, -5.878, 0.278)
C (0.153, -4.528, 0.526)
H (0.911, -1.394, 4.853)
H (0.549, -2.182, 3.326)
H (-0.761, -1.600, 4.351)
H (1.334, 0.209, 2.995)
H (-0.022, 0.786, 3.952)
H (-3.228, 0.163, 0.971)
H (-2.951, 1.054, 2.447)
H (-3.002, -2.033, 2.354)
H (-4.396, -1.045, 2.753)
H (-2.981, -1.022, 3.793)
H (-1.160, -2.419, 1.072)
H (2.565, -0.047, -3.119)
H (0.870, 0.268, -2.799)
H (2.019, -2.294, -4.039)
H (1.017, -1.082, -4.813)
H (0.326, -2.116, -3.576)
H (3.863, -1.599, 0.554)
H (4.301, -0.459, -0.689)
H (3.992, -3.486, -1.096)
H (5.464, -2.532, -1.203)
H (4.218, -2.351, -2.428)
H (1.863, -3.303, -2.123)
H (2.196, -5.675, -2.537)
H (1.205, -7.358, -1.011)
H (-0.088, -6.606, 0.960)
H (-0.379, -4.225, 1.418)
N (0.880, 3.219, -1.588)
C (2.337, 3.002, -1.754)
C (3.046, 2.773, -0.430)
C (2.712, 1.491, 0.297)
O (3.291, 1.068, 1.245)
O (1.652, 0.790, -0.270)
H (0.449, 3.222, -2.509)
H (0.725, 4.148, -1.205)
H (2.803, 3.854, -2.254)
H (2.465, 2.138, -2.405)
H (2.853, 3.593, 0.263)
H (4.126, 2.765, -0.586)
O (-1.197, 2.955, 2.577)
C (-0.027, 3.239, 2.387)
O (0.615, 2.979, 1.280)
C (0.798, 3.881, 3.463)
C (0.235, 4.063, 4.720)
C (1.002, 4.637, 5.714)
C (2.307, 5.048, 5.514)
C (2.828, 4.852, 4.251)
C (2.107, 4.273, 3.227)
N (4.219, 5.270, 3.977)
O (4.854, 5.727, 4.898)
O (4.635, 5.097, 2.849)
N (0.404, 4.823, 7.055)
O (-0.716, 4.395, 7.223)
O (1.097, 5.343, 7.899)
H (-0.784, 3.761, 4.918)
H (2.887, 5.498, 6.306)
H (2.571, 4.129, 2.267)

- The highest total charge belongs to which entry?
  C13H30N4OTi

- total charge of number 2 (C3H4N2O)?
  0

- Among the records above, which one has the lowest total charge?
  C50H50F5N9O4Pb

- Look up the total charge of the second one.
  0